Record 1
{
  "formula": "C20H20F4FeN2O4",
  "method": "ωB97M-V/def2-TZVPD",
  "elements": ["Fe", "C", "C", "N", "C", "C", "C", "C", "N", "C", "C", "F", "C", "F", "C", "C", "F", "C", "F", "H", "H", "H", "H", "H", "H", "H", "H", "H", "H", "H", "H", "H", "H", "H", "O", "C", "O", "C", "C", "C", "C", "C", "C", "C", "O", "O", "H", "H", "H", "H", "H"],
  "xyz": [[-0.79732, 1.12636, 0.05094], [-2.79549, 3.75030, -0.81963], [-1.31945, 4.06733, -0.69564], [-0.42666, 2.93053, -1.07288], [-0.52767, 2.64128, -2.54285], [-0.98675, 1.22222, -2.82746], [0.96995, 3.29326, -0.71117], [1.85917, 2.06136, -0.62622], [1.27170, 1.19029, 0.38049], [1.98245, 0.53470, 1.29385], [1.25644, -0.06444, 2.36513], [-0.06627, 0.11391, 2.39638], [1.86898, -0.76561, 3.36957], [1.13527, -1.27455, 4.35133], [3.24674, -0.94038, 3.36553], [3.98442, -0.39373, 2.32633], [5.29965, -0.57430, 2.28940], [3.38987, 0.32108, 1.31258], [4.15242, 0.76204, 0.31601], [-3.36987, 4.64969, -0.60215], [-3.06807, 3.42396, -1.82372], [-3.10264, 2.97261, -0.12150], [-1.05311, 4.92529, -1.32238], [-1.08355, 4.33555, 0.33519], [-1.22417, 3.35364, -2.98362], [0.44449, 2.82825, -3.00106], [-2.00470, 1.05428, -2.46655], [-0.98135, 1.03004, -3.90002], [-0.32276, 0.47631, -2.37619], [1.37719, 4.00081, -1.43861], [0.95065, 3.78505, 0.26156], [1.84866, 1.52723, -1.58411], [2.88732, 2.34737, -0.42701], [3.73608, -1.49687, 4.15272], [-3.42502, 0.57345, -0.18675], [-2.58091, 0.24179, 0.57327], [0.94200, -3.00754, -0.99238], [0.01740, -3.77004, -0.35959], [0.17286, -5.15166, -0.28548], [-0.76372, -5.93348, 0.36048], [-1.88345, -5.35482, 0.94922], [-2.04745, -3.98944, 0.87357], [-1.11004, -3.17354, 0.22606], [-1.35479, -1.72421, 0.17755], [-2.48215, -1.32019, 0.67883], [-0.52626, -0.91812, -0.30570], [1.61724, -3.58731, -1.36385], [1.04199, -5.60983, -0.74439], [-0.61964, -7.00497, 0.40378], [-2.61663, -5.96630, 1.45481], [-2.91308, -3.51865, 1.31632]],
  "mulliken_charge": [0.422, -1.104, -0.733, 0.368, -0.856, -0.888, -1.190, -0.604, 0.306, 0.018, 0.493, -0.367, 0.078, -0.274, -0.441, 0.078, -0.281, 0.550, -0.294, 0.440, 0.278, 0.221, 0.456, 0.440, 0.510, 0.383, 0.156, 0.535, 0.152, 0.409, 0.446, 0.294, 0.562, 0.529, -0.447, 0.442, -0.404, 0.980, -0.919, -0.506, -0.784, -0.492, -0.164, 1.406, -0.379, -0.750, 0.303, 0.325, 0.401, 0.419, 0.474],
  "s2": 8.808,
  "e_above_lowest_kcal_mol": 3.5,
  "total_energy_ev": -77484.407,
  "total_charge": 1,
  "gap_ev": [9.224, 5.919],
  "spin_multiplicity": 6
}

---

Record 2
{
  "formula": "C20H20F9N3O2S",
  "method": "ωB97M-V/def2-TZVPD",
  "elements": ["C", "C", "N", "C", "C", "C", "C", "C", "S", "C", "C", "F", "F", "C", "F", "F", "C", "F", "F", "C", "F", "F", "F", "C", "C", "C", "N", "C", "C", "C", "C", "O", "N", "C", "O", "H", "H", "H", "H", "H", "H", "H", "H", "H", "H", "H", "H", "H", "H", "H", "H", "H", "H", "H", "H"],
  "xyz": [[-3.08015, 2.78841, -0.05287], [-2.08849, 1.88247, 0.71654], [-2.33090, 0.44754, 0.43795], [-1.16765, -0.39483, 0.40637], [-0.59253, -0.84882, -0.78435], [-1.13597, -0.39977, -2.12876], [-1.47830, 1.10693, -2.26710], [-1.12911, 1.61608, -3.68748], [-2.45364, 2.66253, -4.38252], [0.50101, -1.77063, -0.71131], [1.17642, -2.38835, -1.93072], [0.38721, -2.48098, -3.01814], [1.45608, -3.68224, -1.62206], [2.57185, -1.80222, -2.33124], [2.87371, -2.38249, -3.52006], [3.51706, -2.19792, -1.47531], [2.68072, -0.27991, -2.60025], [1.75421, 0.10846, -3.49140], [3.87410, -0.09822, -3.19695], [2.65162, 0.68416, -1.35905], [3.60451, 1.60161, -1.51359], [2.88148, 0.05992, -0.21052], [1.49558, 1.33753, -1.27520], [0.97114, -2.13597, 0.54582], [0.39915, -1.66135, 1.73050], [-0.66387, -0.77655, 1.66939], [-1.22911, -0.29687, 2.85530], [-0.52332, 0.37123, 3.68991], [-0.51445, 0.03566, 5.14190], [0.31140, 1.57308, 3.31986], [1.12724, -2.26909, 2.88804], [0.76339, -2.56515, 3.98435], [2.39679, -2.51084, 2.33527], [2.10122, -3.02994, 1.03964], [2.63619, -4.01004, 0.63239], [-2.58256, 3.52936, -0.67260], [-3.77425, 3.25780, 0.64039], [-3.68167, 2.16484, -0.70836], [-1.06978, 2.15181, 0.45821], [-2.28284, 2.06717, 1.77268], [-2.90689, 0.08811, 1.18958], [-2.06658, -0.94664, -2.28793], [-0.46100, -0.60497, -2.93823], [-2.54486, 1.21038, -2.14263], [-0.91318, 1.71389, -1.57168], [-0.21003, 2.19412, -3.68286], [-0.99368, 0.79480, -4.38806], [-3.38454, 1.70953, -4.53152], [-1.24304, -0.72540, 5.39677], [-0.55749, 0.91562, 5.78287], [0.47224, -0.40825, 5.30048], [-0.41008, 2.35209, 3.07602], [0.91706, 1.37846, 2.43608], [0.90674, 1.93102, 4.15334], [3.04181, -3.06723, 2.88311]],
  "mulliken_charge": [-1.414, -0.093, -0.220, -1.142, 0.818, -1.306, 0.392, -0.853, -0.235, -0.226, 0.917, -0.319, -0.318, 0.600, -0.337, -0.239, 0.581, -0.207, -0.321, 0.619, -0.309, -0.245, -0.213, 0.544, 1.357, 0.490, -0.574, 0.737, -1.407, -1.051, -0.428, -0.579, -0.103, -0.338, -0.554, 0.283, 0.368, 0.326, 0.184, 0.404, 0.528, 0.303, 0.604, 0.190, -0.321, 0.352, 0.327, 0.118, 0.374, 0.430, 0.307, 0.259, 0.164, 0.438, 0.337],
  "e_above_lowest_kcal_mol": 0.0,
  "total_energy_ev": -64921.827,
  "smiles": "CCNc1c(CCCS)c(C(F)(F)C(F)(F)C(F)(F)C(F)(F)F)c2c(c1N=C(C)C)C(=O)NC2=O",
  "total_charge": 0,
  "gap_ev": 8.598
}

---

Record 3
{
  "formula": "C20H20N2O2S2",
  "method": "ωB97M-V/def2-TZVPD",
  "elements": ["C", "C", "O", "C", "C", "C", "C", "C", "C", "H", "H", "N", "C", "S", "C", "H", "H", "C", "O", "N", "C", "C", "C", "C", "C", "C", "C", "C", "C", "H", "H", "H", "H", "H", "H", "H", "H", "H", "H", "S", "H", "H", "H", "H", "H", "H"],
  "xyz": [[6.22111, 1.21070, -0.41837], [5.66120, 0.34954, 0.70975], [4.93336, -0.76619, 0.23366], [3.68061, -0.60131, -0.26116], [2.96114, 0.58646, -0.24508], [1.68283, 0.58032, -0.77672], [1.09939, -0.58283, -1.32340], [1.83554, -1.76604, -1.32705], [3.10409, -1.76443, -0.80260], [3.69877, -2.66375, -0.79108], [1.39934, -2.65864, -1.74494], [-0.17457, -0.42225, -1.77726], [-0.59628, 0.77290, -1.61763], [-2.16612, 1.28039, -2.14392], [-2.53428, 2.58163, -0.91540], [-1.93634, 3.46408, -1.15232], [-3.58411, 2.82706, -1.06934], [-2.24515, 2.24284, 0.54444], [-1.73387, 3.09911, 1.24087], [-2.53170, 1.00871, 1.01977], [-3.20661, -0.03242, 0.35311], [-4.42109, 0.19772, -0.28723], [-5.07840, -0.83218, -0.92857], [-4.53707, -2.10718, -0.91754], [-3.36269, -2.34669, -0.23139], [-2.68665, -1.32532, 0.42423], [-1.45278, -1.65391, 1.22171], [-0.82556, -0.44104, 1.91190], [-1.90072, 0.58349, 2.25932], [-2.66084, 0.14372, 2.91138], [-1.47301, 1.46519, 2.73835], [-0.09762, 0.03307, 1.25181], [-0.29733, -0.75043, 2.81425], [-1.73714, -2.39674, 1.97387], [-0.71810, -2.12627, 0.56542], [-2.95261, -3.34559, -0.19609], [-5.03991, -2.91472, -1.42722], [-6.01436, -0.64052, -1.43053], [-4.85251, 1.18653, -0.26998], [0.56393, 1.90714, -0.87355], [3.35817, 1.50050, 0.16446], [5.04797, 0.94891, 1.39364], [6.48221, -0.09095, 1.28219], [6.85135, 0.60543, -1.06498], [6.81531, 2.01879, -0.00095], [5.42108, 1.63520, -1.01986]],
  "mulliken_charge": [-1.016, -0.407, -0.461, 0.572, -0.140, 0.395, -0.323, -0.549, -0.614, 0.432, 0.479, -0.463, 0.468, -0.167, -0.963, 0.510, 0.503, 0.580, -0.649, 0.193, 0.164, -0.495, -0.649, -0.732, -0.880, 1.044, -1.075, 0.076, -1.178, 0.366, 0.513, -0.360, 0.493, 0.527, 0.299, 0.439, 0.399, 0.409, 0.521, -0.293, 0.425, 0.314, 0.317, 0.308, 0.354, 0.317],
  "e_above_lowest_kcal_mol": 6.7,
  "total_energy_ev": -49811.159,
  "smiles": "CCOc1ccc2nc(SCC(=O)N3CCCc4ccccc43)sc2c1",
  "total_charge": 0,
  "gap_ev": 8.460
}